{
  "formula": "C15H15BF4N2O5V",
  "method": "wB97M-V/def2-TZVPD",
  "total_charge": 0,
  "multiplicity": 4,
  "molar_mass_g_mol": 441.04,
  "e_lumo_ev": [-0.5, -0.5],
  "de_lowest_kcal_mol": 2.1,
  "symbols": ["V", "O", "C", "C", "C", "C", "C", "C", "C", "C", "N", "H", "H", "H", "H", "H", "H", "H", "H", "H", "H", "H", "O", "C", "O", "C", "C", "C", "C", "C", "C", "N", "O", "O", "H", "H", "H", "H", "F", "B", "F", "F", "F"],
  "xyz": [[0.1974, 0.2788, 0.2685], [2.2570, 0.9110, 0.1705], [2.7159, 1.3126, -1.1442], [2.4395, 2.7834, -1.3999], [0.9915, 3.2192, -1.1263], [-0.0170, 2.4840, -1.9622], [-0.4843, 3.0069, -3.1593], [-1.4101, 2.2935, -3.8980], [-1.8411, 1.0638, -3.4291], [-1.3199, 0.5946, -2.2406], [-0.4318, 1.2899, -1.5171], [2.5866, 1.5348, 0.8282], [2.1828, 0.6549, -1.8285], [3.7806, 1.0911, -1.2189], [2.7024, 2.9956, -2.4396], [3.1074, 3.3916, -0.7819], [0.9002, 4.2874, -1.3235], [0.7440, 3.0764, -0.0721], [-0.1270, 3.9720, -3.4924], [-1.7933, 2.6931, -4.8277], [-2.5644, 0.4707, -3.9691], [-1.6075, -0.3700, -1.8438], [1.0646, -3.4890, -1.0532], [0.7711, -2.5025, -0.4130], [0.7291, -1.2842, -0.8580], [0.3012, -2.6627, 1.0285], [0.5081, -1.6949, 2.0089], [0.0099, -1.8385, 3.2972], [-0.7114, -2.9723, 3.6288], [-0.8935, -3.9324, 2.6501], [-0.4026, -3.8116, 1.3676], [-1.6610, -5.1546, 3.0020], [-1.8742, -5.9548, 2.1180], [-2.0488, -5.2584, 4.1471], [1.1503, -0.8250, 1.8246], [0.1759, -1.0659, 4.0351], [-1.1250, -3.1206, 4.6144], [-0.5560, -4.5881, 0.6328], [-0.2924, 1.6710, 1.7905], [-1.7642, 1.4655, 1.7142], [-1.8171, 0.2039, 0.9617], [-2.2836, 1.3103, 2.9504], [-2.2894, 2.4693, 0.9592]],
  "atomic_forces_ev_per_a": [[0.016, -0.050, 0.163], [0.036, 0.049, -0.041], [-0.039, -0.060, 0.050], [-0.007, 0.010, -0.017], [-0.012, -0.007, -0.004], [0.022, 0.022, 0.037], [0.020, 0.004, 0.034], [-0.027, 0.001, -0.047], [0.001, -0.043, 0.010], [0.025, 0.065, -0.001], [-0.056, 0.005, -0.004], [-0.007, -0.008, 0.013], [0.005, 0.008, -0.008], [0.010, 0.028, -0.024], [0.012, -0.003, 0.001], [-0.003, 0.003, -0.003], [0.037, 0.004, -0.002], [-0.017, 0.006, -0.004], [-0.011, 0.004, 0.001], [0.000, -0.001, 0.002], [0.006, 0.002, -0.007], [0.002, -0.002, 0.012], [0.108, -0.020, 0.021], [-0.327, 0.069, -0.091], [0.113, -0.115, 0.052], [0.093, -0.018, 0.056], [0.001, 0.058, -0.074], [-0.057, -0.013, 0.009], [0.041, 0.068, -0.008], [-0.042, -0.161, 0.054], [0.030, 0.026, -0.021], [-0.115, 0.219, -0.095], [0.055, -0.065, 0.011], [0.050, -0.055, 0.044], [0.117, -0.106, -0.012], [0.009, 0.001, 0.000], [0.001, -0.003, -0.001], [0.002, 0.002, 0.002], [-0.076, 0.034, -0.038], [-0.067, -0.019, -0.052], [0.010, 0.067, -0.031], [0.060, -0.024, 0.028], [-0.022, 0.016, -0.017]],
  "lowdin_charge": [0.9151, -0.1331, -0.1880, -0.1505, -0.1187, -0.2477, -0.0022, -0.0390, -0.0304, -0.0779, 0.0388, 0.1249, 0.1194, 0.1294, 0.1258, 0.1196, 0.1236, 0.1090, 0.1203, 0.1145, 0.1138, 0.1250, 0.0829, -0.5799, -0.1392, -0.0990, -0.0599, -0.0294, 0.0158, -0.1142, 0.0762, -0.3495, 0.0897, 0.0788, 0.1005, 0.1219, 0.1225, 0.1361, -0.0021, -1.1701, 0.0324, 0.2076, 0.1872]
}